Here is a molecular structure, C3H2NP in a non-equilibrium geometry from the OMol25 dataset. Energies are from ωB97M-V/def2-TZVPD.

HOMO (alpha / beta) ... -9.1 / -9.1 eV
HOMO-LUMO gap (alpha / beta) ... 7.85 / 7.85 eV
Electronic energy ... -511.477155 a.u.
Relative energy (zero: lowest compared OMol25 entry of this formula, charge and spin) ... 133.7 kJ/mol

ORCA input file:
```
! RIJCOSX wB97M-V def2-TZVPD def2/J DEFGRID3
* xyz 0 1
C 0.4934 -1.5834 0.4032
C 0.0211 1.4538 0.0740
C -0.7829 0.6224 -0.5024
N 0.3933 -2.1672 1.3779
P 0.5846 -0.5171 -1.0049
H 1.0407 1.5239 0.4611
H -1.7502 0.6676 -0.8090
*
```

These are the Mulliken partial charges, in e, on atoms 1 to 6:
1 C 0.304
2 C -0.279
3 C -0.305
4 N -0.338
5 P -0.098
6 H 0.306

Here is a single CH2Cl2O3 molecule in a non-equilibrium geometry from the OMol25 dataset. Energies are from ωB97M-V/def2-TZVPD.

HOMO ... -11.1 eV
HOMO-LUMO gap ... 10.53 eV
Structure (SMILES) ... OC(O)(Cl)OCl
Electronic energy ... -1185.340032 a.u.
Relative energy (zero: lowest compared OMol25 entry of this formula, charge and spin) ... 70.8 kJ/mol

ORCA input file:
```
! RIJCOSX wB97M-V def2-TZVPD def2/J DEFGRID3
* xyz 0 1
O 1.2614 0.1997 -0.2778
C 0.5229 -0.6676 -0.9550
O -0.7990 -0.3287 -1.0619
Cl 0.5842 -2.2803 -0.1589
O 0.9770 -0.9852 -2.2170
Cl 1.2284 0.4347 -3.1192
H 1.6052 0.7866 -0.9245
H -0.8813 0.5723 -0.5623
*
```

These are the Mulliken partial charges, in e, on atoms 1 to 6:
1 O -0.404
2 C 0.696
3 O -0.439
4 Cl -0.187
5 O -0.277
6 Cl -0.050

Here is 2 unconnected molecules or ions with the total composition C6H8PS3 in a non-equilibrium geometry from the OMol25 dataset. Energies are from ωB97M-V/def2-TZVPD.

HOMO (alpha / beta) ... -12.5 / -13.5 eV
HOMO-LUMO gap (alpha / beta) ... 8.80 / 6.88 eV
Electronic energy ... -1768.980216 a.u.
⟨S²⟩ ... 2.01

ORCA input file:
```
! RIJCOSX wB97M-V def2-TZVPD def2/J DEFGRID3
* xyz 1 3
C -1.8347 -1.4459 -1.6358
C -0.6653 -2.1042 -1.4476
C -1.9492 -0.1235 -1.2754
C 0.3203 -1.5785 -0.5865
C -0.9939 0.4539 -0.4666
C 0.1381 -0.2729 -0.2049
P 1.2888 0.6035 0.8396
S 1.7688 2.5062 0.0776
S 3.0507 -0.3809 1.0231
S 0.3762 2.0758 3.3283
H -2.5688 -1.9445 -2.4224
H -0.4315 -3.0721 -1.8693
H -2.8002 0.5922 -1.6211
H 1.2659 -2.1015 -0.2461
H -0.9999 1.6449 -0.2969
H 0.4601 2.7806 0.3828
H 3.3538 0.6324 1.8637
H 0.2208 1.7345 4.5574
*
```

These are the Mulliken partial charges, in e, on atoms 1 to 6:
1 C -0.444
2 C -0.444
3 C -0.311
4 C -0.374
5 C -0.522
6 C 1.282

Here is 2 unconnected molecules or ions with the total composition C5H11O2 in a non-equilibrium geometry from the OMol25 dataset. Energies are from ωB97M-V/def2-TZVPD.

HOMO ... -4.0 eV
HOMO-LUMO gap ... 8.18 eV
Electronic energy ... -347.634326 a.u.
Relative energy (zero: lowest compared OMol25 entry of this formula, charge and spin) ... 40.3 kJ/mol

ORCA input file:
```
! RIJCOSX wB97M-V def2-TZVPD def2/J DEFGRID3
* xyz -1 1
C 0.2670 1.2276 -1.3879
C 1.7184 1.7511 -1.3523
C 0.0844 -0.2987 -1.4818
O -1.0459 -0.7104 -1.8236
O 1.0911 -0.9838 -1.1784
H -0.2792 1.5943 -0.5143
H -0.2107 1.7615 -2.2198
H 2.3772 1.0251 -0.8965
H 1.7217 2.6696 -0.7481
H 2.0982 2.0378 -2.3342
C -0.3974 -0.7121 1.7064
C -1.5303 -1.7584 1.7997
H -0.5267 -0.1573 0.7911
H -0.3271 -0.1836 2.6624
H 0.5425 -1.2616 1.6496
H -2.3267 -1.4197 2.4656
H -2.0482 -1.8049 0.8453
H -1.2083 -2.7763 2.0169
*
```

These are the Mulliken partial charges, in e, on atoms 1 to 6:
1 C -0.295
2 C -1.025
3 C 0.383
4 O -0.762
5 O -0.711
6 H 0.240

Here is a molecular structure, C42H62AsBaN3SSi2 from the OMol25 dataset. Energies are from ωB97M-V/def2-TZVPD.

HOMO ... -1.0 eV
HOMO-LUMO gap ... 4.88 eV
Electronic energy ... -5040.480710 a.u.
Relative energy (zero: lowest compared OMol25 entry of this formula, charge and spin) ... 108.3 kJ/mol

ORCA input file:
```
! RIJCOSX wB97M-V def2-TZVPD def2/J DEFGRID3
* xyz -2 1
Ba -0.2163 -0.4864 -0.9632
C -3.7218 -0.0465 0.7070
C -3.1390 0.5411 1.8522
C -3.0066 1.9243 1.6106
C -3.5131 2.1901 0.3212
C -3.9631 0.9734 -0.2391
C -4.7075 0.8072 -1.5318
C -3.5765 3.5543 -0.3011
C -2.5170 2.9783 2.5601
C -2.8271 -0.2096 3.1152
C -4.1060 -1.4946 0.5929
H -5.7854 1.0041 -1.4272
H -4.6144 -0.2105 -1.9232
H -4.3446 1.4744 -2.3158
H -3.7430 4.3291 0.4557
H -4.3997 3.6340 -1.0195
H -2.6596 3.8475 -0.8337
H -3.3359 3.5820 2.9790
H -1.8226 3.6793 2.0861
H -1.9833 2.5462 3.4087
H -2.5515 0.4680 3.9297
H -2.0144 -0.9334 3.0068
H -3.6926 -0.7835 3.4719
H -5.1128 -1.7056 0.9858
H -3.4115 -2.1398 1.1386
H -4.0955 -1.8457 -0.4431
C -0.1010 0.1559 6.9188
C 0.8936 0.3689 5.7693
C 0.4273 1.5663 4.9461
C 2.2817 0.6915 6.3401
C 0.9646 -0.9071 4.9293
C 1.4624 -2.0781 5.5275
C 1.5446 -3.2703 4.8407
C 1.1134 -3.3007 3.5203
S 1.0537 -4.6251 2.4147
C 0.3686 -3.5546 1.1902
N 0.2147 -2.3249 1.5749
C 0.6174 -2.1537 2.8931
C 0.5459 -0.9552 3.6107
C -0.0746 -4.1164 -0.0979
C 0.1927 -5.4686 -0.3585
C -0.3390 -6.0725 -1.4815
C -1.1583 -5.3183 -2.3163
C -1.3731 -3.9733 -2.0480
C -0.8219 -3.2802 -0.9520
H -0.1577 1.0532 7.5418
H 0.1931 -0.6820 7.5543
H -1.0974 -0.0521 6.5238
H 0.4101 2.4599 5.5754
H -0.5780 1.4146 4.5541
H 1.0913 1.7571 4.1036
H 2.2473 1.6330 6.8955
H 3.0093 0.7940 5.5329
H 2.6366 -0.0853 7.0198
H 1.7868 -2.0511 6.5608
H 1.9293 -4.1615 5.3213
H 0.1558 -0.0806 3.1100
H 0.8143 -6.0585 0.3092
H -0.1270 -7.1126 -1.7007
H -1.6137 -5.7833 -3.1863
H -2.0159 -3.4344 -2.7400
C 3.1746 0.8956 2.2316
Si 2.3490 1.7191 0.7261
C 0.6773 2.3921 1.2795
C 3.4240 3.2511 0.3931
N 2.0587 0.7541 -0.6341
C 3.0653 0.3054 -1.4698
C 4.4237 0.3487 -1.1212
C 5.4612 -0.0159 -1.9785
C 5.1469 -0.4544 -3.2477
C 3.8041 -0.5538 -3.6130
C 2.7285 -0.2359 -2.7685
N 1.3977 -0.4201 -3.1243
Si 1.0100 -1.3201 -4.5138
C 1.6921 -3.0892 -4.5559
C -0.8736 -1.5375 -4.6246
C 1.5379 -0.5479 -6.1892
H 3.1488 1.5608 3.1019
H 4.2234 0.6689 2.0229
H 2.6915 -0.0433 2.5057
H 0.7726 3.0124 2.1758
H -0.0892 1.6431 1.5115
H 0.2576 3.0288 0.4943
H 3.4365 3.9030 1.2736
H 3.0169 3.8208 -0.4469
H 4.4542 2.9898 0.1464
H 4.6820 0.6876 -0.1240
H 6.4916 0.0526 -1.6449
H 5.9216 -0.7309 -3.9555
H 3.5835 -0.9011 -4.6156
H 1.2538 -3.6711 -3.7398
H 2.7774 -3.1177 -4.4438
H 1.4289 -3.5788 -5.5005
H -1.4443 -0.9297 -3.9166
H -1.1295 -2.5817 -4.4415
H -1.2401 -1.2796 -5.6224
H 2.5162 -0.9142 -6.5109
H 1.6084 0.5405 -6.1254
H 0.8163 -0.7984 -6.9739
C -2.8377 3.6320 -3.9070
As -1.7801 2.0074 -3.5484
C -0.1504 2.9005 -2.9209
C -1.2013 1.7767 -5.4095
H -2.2403 4.3305 -4.4958
H -3.1392 4.0993 -2.9731
H -3.7348 3.3622 -4.4665
H 0.0881 3.7560 -3.5566
H 0.6704 2.1793 -2.9380
H -0.2929 3.2414 -1.8944
H -0.8918 2.7372 -5.8268
H -2.0181 1.3658 -6.0040
H -0.3637 1.0858 -5.4401
*
```

These are the Mulliken partial charges, in e, on atoms 1 to 6:
1 Ba 0.558
2 C -0.162
3 C 1.419
4 C 0.286
5 C 0.468
6 C 0.857